Record 1
Here is an isolated ion of composition C4H8NO2 and charge -1 in a non-equilibrium geometry from the Open Molecules 2025 dataset. Energies are from ωB97M-V/def2-TZVPD.

Element x y z (Å)
C 0.73310 -1.23686 0.37993
C 0.24040 0.05631 -0.26225
C 1.37659 1.07655 -0.27535
N -0.88178 0.60369 0.48842
C -2.22241 -0.20332 0.11544
O -3.12652 -0.10702 0.94614
O -2.22786 -0.72616 -1.01133
H 1.80241 -1.40802 0.50282
H 0.32760 -2.11140 -0.13381
H 0.31711 -1.25755 1.39372
H -0.05405 -0.09347 -1.30307
H 1.44541 1.62712 0.67260
H 2.36327 0.62604 -0.42813
H 1.34449 1.90622 -0.99358
H -1.43778 1.24789 -0.09157

## Properties
**SMILES string**: CC(C)NC(=O)[O-]
**Charge**: -1
**Frontier orbital gap**: 8.20 eV
**Energy relative to the best compared isomer or geometry (same formula, charge and spin)**: 26.11 kcal/mol
**HOMO**: -4.2 eV
**E**: -362.4826 Eh

Record 2
Here is a 2-piece molecular cluster, C4H8NO2 overall from the Open Molecules 2025 dataset. Energies are from ωB97M-V/def2-TZVPD.

Element x y z (Å)
O -1.94932 -0.90708 1.27587
C -3.06116 -0.32524 1.24778
O -4.15517 -0.68974 1.70866
H -3.04279 0.67794 0.73528
C 0.81635 -1.13430 -0.21685
C 1.15310 0.31271 -0.41135
C 0.41438 1.30818 0.06740
N 2.35379 0.53174 -1.11903
H 1.64952 -1.62944 0.28787
H 0.72454 -1.60943 -1.20081
H -0.11095 -1.24751 0.34446
H 0.65692 2.35487 -0.08700
H -0.47897 1.07935 0.63380
H 2.55800 -0.19032 -1.79021
H 2.47177 1.46827 -1.47586

## Properties
**Charge**: -1
**Frontier orbital gap**: 7.68 eV
**Energy relative to the best compared isomer or geometry (same formula, charge and spin)**: 22.29 kcal/mol
**HOMO**: -4.0 eV
**E**: -362.4887 Eh

Record 3
Here is a 2-piece molecular cluster, C4H8NO2 overall in a non-equilibrium geometry from the Open Molecules 2025 dataset. Energies are from ωB97M-V/def2-TZVPD.

Element x y z (Å)
C -2.03997 -2.84126 0.41949
C -1.26728 -1.97331 -0.03922
C -0.33520 -1.05839 -0.98026
C 0.95835 -1.35617 -0.23395
N 0.87512 1.88115 0.63767
O -0.65577 0.27036 -1.12366
O 1.51163 -0.55228 0.46936
H -2.72418 -3.40408 0.97801
H -0.32058 -1.41429 -2.01912
H 1.26489 -2.49732 -0.40703
H 0.47212 1.84804 -0.31417
H 0.10556 1.83124 1.27678
H 1.67589 2.64590 0.77811
H -1.15263 0.50826 -1.90875
H 1.22849 0.89418 0.58423

## Properties
**Charge**: +1
**Frontier orbital gap**: 10.54 eV
**Energy relative to the best compared isomer or geometry (same formula, charge and spin)**: 81.67 kcal/mol
**HOMO**: -14.1 eV
**E**: -362.0833 Eh

Record 4
Here is an isolated ion of composition C4H8NO2 and charge +1 in a non-equilibrium geometry from the Open Molecules 2025 dataset. Energies are from ωB97M-V/def2-TZVPD.

Element x y z (Å)
O -1.81735 -1.00084 0.27947
C -0.89820 -0.42805 -0.54153
C -1.01202 1.05223 -0.49079
C -0.02241 1.71839 0.09680
N 1.10006 0.78705 0.44691
C 0.64549 -0.59639 0.37834
O 1.68985 -1.28470 -0.30512
H -2.30535 -1.77835 -0.06326
H -0.81330 -0.86306 -1.57566
H -1.88946 1.48565 -0.90468
H -0.09755 2.69332 0.47888
H 1.72587 0.90114 -0.34823
H 1.63048 0.69295 1.35721
H 0.35875 -1.10581 1.40790
H 1.70513 -2.27354 -0.21624

## Properties
**SMILES string**: O[C@H]1C=C[NH2+][C@@H]1O
**Charge**: +1
**Frontier orbital gap**: 10.81 eV
**Energy relative to the best compared isomer or geometry (same formula, charge and spin)**: 61.72 kcal/mol
**HOMO**: -14.1 eV
**E**: -362.1151 Eh

Record 5
Here is a 2-piece molecular cluster, C4H8NO2S overall in a non-equilibrium geometry from the Open Molecules 2025 dataset. Energies are from ωB97M-V/def2-TZVPD.

Element x y z (Å)
C -0.31589 1.25472 0.11681
C -0.08193 -0.19761 0.48845
C 1.37736 -0.54009 0.50288
S 3.93327 1.03311 1.49452
N -0.83402 -1.08167 -0.57535
C -2.15282 -0.66441 -1.06899
O -2.56698 -1.36353 -2.04058
O -2.76706 0.21512 -0.39856
H -0.05504 1.85701 1.01197
H 0.40317 1.64879 -0.62035
H -1.36861 1.46633 -0.07622
H -0.61650 -0.42672 1.36596
H 2.12125 0.12699 0.96442
H 1.79776 -0.46978 -0.50782
H 1.48160 -1.56426 0.77681
H -0.35556 -1.29401 -1.43394

## Properties
**Charge**: -1
**Frontier orbital gap**: 2.17 eV
**Energy relative to the best compared isomer or geometry (same formula, charge and spin)**: 121.47 kcal/mol
**HOMO**: -4.0 eV
**E**: -760.5193 Eh

Record 6
Here is a 2-piece molecular cluster, C4H8NO3 overall in a non-equilibrium geometry from the Open Molecules 2025 dataset. Energies are from ωB97M-V/def2-TZVPD.

Element x y z (Å)
C 0.93666 -1.89427 2.58916
C 0.34802 -0.45441 2.42223
O 0.55675 0.25380 3.38260
N -0.23094 -0.17772 1.20419
H 0.16722 -2.29250 3.36805
H 1.88668 -1.58123 3.14489
H -0.62904 0.75756 0.90985
H 0.07045 -0.73833 0.48382
H 0.84272 -2.56601 1.77346
C -0.76692 1.31146 -3.54877
C -0.30460 0.55790 -2.21490
O 0.03588 -0.67109 -2.46751
O -0.50200 1.20262 -1.16737
H -0.30111 2.27736 -3.66543
H -1.86495 1.41864 -3.60035
H -0.55941 0.56182 -4.31167

## Properties
**Charge**: -1
**Frontier orbital gap**: 8.17 eV
**Energy relative to the best compared isomer or geometry (same formula, charge and spin)**: 30.44 kcal/mol
**HOMO**: -4.4 eV
**E**: -437.7570 Eh